{"formula": "C4H14O3", "method": "the ωB97M-V functional and the def2-TZVPD basis", "species": ["C", "C", "C", "C", "H", "H", "H", "H", "H", "H", "H", "H", "H", "H", "O", "H", "H", "O", "H", "H", "O"], "xyz": [[-0.52, -0.08, -2.00], [-1.77, 0.80, -2.06], [-1.87, 1.76, -0.77], [-2.66, 1.44, 0.26], [0.24, 0.28, -1.30], [-0.07, -0.07, -3.00], [-0.90, -1.09, -1.85], [-1.92, 1.46, -2.94], [-2.71, 0.27, -2.03], [-1.03, 2.49, -0.74], [-2.50, 1.71, 1.30], [-3.70, 1.11, 0.03], [-1.25, -3.20, 3.67], [-0.24, -3.89, 2.81], [-0.46, -3.02, 3.14], [3.25, 3.24, 0.97], [4.44, 2.53, 0.65], [4.02, 2.90, 1.44], [1.97, -2.68, 0.20], [1.18, -2.19, -1.08], [1.90, -2.78, -0.76]], "total_charge": 0, "orbital_gap_ha": 0.3616, "smiles": "C=CCC.O.O.O", "de_lowest_kcal_mol": 54.2, "e_lumo_ev": 0.51}

***

{"formula": "C2H3F3S", "method": "the ωB97M-V functional and the def2-TZVPD basis", "species": ["C", "C", "F", "F", "F", "S", "H", "H", "H"], "xyz": [[2.48, -0.42, 0.07], [-2.03, 0.27, 0.03], [-1.06, -0.52, -0.08], [-2.96, -0.21, 0.78], [-2.58, 0.49, -1.16], [2.97, 1.09, 0.15], [1.65, -0.78, -0.50], [3.22, -1.17, 0.37], [-1.69, 1.25, 0.35]], "total_charge": 0, "orbital_gap_ha": 0.3129, "smiles": "FC(F)F.C=S", "de_lowest_kcal_mol": 40.2, "e_lumo_ev": -0.47}

***

{"formula": "C25H30F3N7OS2Ti", "method": "the ωB97M-V functional and the def2-TZVPD basis", "species": ["Ti", "N", "C", "S", "N", "N", "C", "C", "C", "C", "C", "C", "C", "O", "H", "H", "H", "H", "H", "H", "H", "F", "C", "F", "F", "C", "C", "C", "C", "N", "C", "S", "H", "H", "H", "N", "C", "C", "N", "H", "H", "H", "H", "H", "H", "H", "H", "C", "N", "C", "C", "C", "C", "C", "C", "C", "C", "H", "H", "H", "H", "H", "H", "H", "H", "H", "H", "H", "H"], "xyz": [[-0.15, 0.51, -0.08], [2.87, 0.01, 3.93], [1.64, -0.23, 3.27], [1.09, -1.87, 3.31], [1.16, 0.82, 2.68], [-0.04, 0.67, 1.95], [-1.12, 0.75, 2.75], [-2.46, 0.52, 2.37], [-3.51, 0.77, 3.28], [-4.84, 0.52, 2.96], [-5.17, -0.01, 1.72], [-4.15, -0.29, 0.80], [-2.82, -0.04, 1.10], [-1.89, -0.33, 0.21], [3.02, -0.66, 4.66], [2.93, 0.97, 4.23], [-0.92, 0.95, 3.81], [-3.26, 1.18, 4.25], [-5.61, 0.74, 3.69], [-6.21, -0.20, 1.46], [-4.38, -0.71, -0.17], [-3.03, 0.48, -5.09], [-2.50, -0.75, -5.15], [-3.54, -1.58, -5.47], [-1.69, -0.79, -6.24], [-1.83, -1.19, -3.89], [-2.12, -2.44, -3.38], [-1.49, -2.90, -2.22], [-0.67, -1.98, -1.58], [-0.39, -0.76, -2.05], [-0.86, -0.36, -3.26], [-0.18, 1.01, -4.00], [-2.84, -3.08, -3.88], [-1.67, -3.87, -1.79], [-0.21, -2.25, -0.63], [1.62, 1.58, -1.27], [2.90, 0.89, -1.28], [2.70, -0.59, -0.97], [1.83, -0.66, 0.20], [1.15, 1.51, -2.19], [1.71, 2.57, -1.08], [3.53, 1.33, -0.50], [3.43, 1.00, -2.25], [3.67, -1.06, -0.80], [2.20, -1.08, -1.81], [2.21, -0.10, 0.96], [1.74, -1.59, 0.61], [0.82, 6.08, 2.12], [0.78, 4.65, 2.19], [-0.05, 4.13, 3.25], [0.66, 3.89, 0.94], [-0.70, 3.76, 0.26], [-1.57, 4.85, 0.21], [-2.82, 4.75, -0.40], [-3.18, 3.55, -1.01], [-2.28, 2.49, -0.99], [-1.05, 2.53, -0.33], [1.40, 6.48, 2.97], [-0.17, 6.57, 2.17], [1.30, 6.40, 1.20], [0.29, 4.54, 4.21], [0.04, 3.05, 3.28], [-1.11, 4.39, 3.13], [1.01, 2.88, 1.17], [1.38, 4.34, 0.24], [-1.30, 5.79, 0.67], [-3.49, 5.59, -0.39], [-4.14, 3.44, -1.49], [-2.59, 1.57, -1.48]], "total_charge": -2, "orbital_gap_ha": [0.1355, 0.2379], "spin_multiplicity": 3, "de_lowest_kcal_mol": 0.0, "e_lumo_ev": [4.53, 4.52]}

***

{"formula": "C36H34GeMnN4O3S", "method": "the ωB97M-V functional and the def2-TZVPD basis", "species": ["Mn", "C", "C", "N", "N", "C", "N", "S", "C", "C", "C", "C", "C", "N", "H", "H", "H", "H", "H", "H", "H", "H", "H", "H", "C", "O", "C", "C", "C", "C", "C", "C", "O", "C", "O", "C", "H", "H", "H", "H", "H", "H", "H", "H", "H", "C", "Ge", "C", "C", "C", "C", "C", "C", "C", "C", "C", "C", "C", "C", "C", "C", "C", "C", "C", "C", "H", "H", "H", "H", "H", "H", "H", "H", "H", "H", "H", "H", "H", "H", "H"], "xyz": [[-0.56, 0.56, 0.00], [3.02, -1.79, 0.44], [1.74, -1.25, -0.11], [0.90, -0.54, 0.70], [1.16, -0.52, 2.05], [0.19, -0.39, 2.93], [0.60, -0.17, 4.24], [-1.45, -0.44, 2.52], [1.28, -1.50, -1.38], [1.94, -2.35, -2.31], [1.19, -3.11, -3.22], [-0.16, -2.96, -3.29], [-0.82, -1.80, -2.66], [-0.05, -0.98, -1.66], [2.83, -2.45, 1.30], [3.69, -0.99, 0.78], [3.56, -2.38, -0.29], [2.12, -0.39, 2.36], [1.45, -0.64, 4.52], [-0.16, -0.31, 4.89], [2.99, -2.56, -2.20], [1.69, -3.86, -3.82], [-0.78, -3.61, -3.91], [-1.86, -1.95, -2.39], [-5.71, 4.59, -1.83], [-5.09, 5.24, -0.73], [-4.02, 4.61, -0.18], [-3.35, 5.33, 0.84], [-2.25, 4.78, 1.42], [-1.73, 3.52, 1.02], [-0.53, 2.99, 1.61], [0.04, 3.60, 2.87], [0.10, 2.03, 1.13], [-2.43, 2.79, 0.01], [-2.10, 1.63, -0.39], [-3.59, 3.37, -0.57], [-6.49, 5.25, -2.17], [-6.14, 3.63, -1.53], [-4.99, 4.41, -2.63], [-3.72, 6.30, 1.13], [-1.74, 5.33, 2.20], [0.21, 4.67, 2.77], [0.97, 3.10, 3.11], [-0.67, 3.44, 3.69], [-4.10, 2.78, -1.33], [-0.27, -0.46, -3.09], [-1.53, 0.94, -3.41], [-0.66, 2.62, -2.89], [-1.14, 3.89, -3.22], [-0.51, 5.05, -2.77], [0.63, 4.95, -1.98], [1.14, 3.69, -1.66], [0.51, 2.55, -2.12], [-1.78, 1.09, -5.36], [-2.75, 0.34, -6.04], [-2.91, 0.43, -7.41], [-2.10, 1.28, -8.15], [-1.11, 2.01, -7.51], [-0.96, 1.91, -6.13], [-3.40, 0.81, -2.74], [-4.47, 1.44, -3.37], [-5.78, 1.30, -2.91], [-6.04, 0.51, -1.80], [-4.99, -0.14, -1.16], [-3.69, 0.02, -1.63], [-2.03, 3.98, -3.84], [-0.91, 6.02, -3.02], [1.12, 5.84, -1.61], [2.04, 3.61, -1.06], [0.94, 1.57, -1.92], [-3.39, -0.34, -5.48], [-3.68, -0.15, -7.91], [-2.22, 1.36, -9.23], [-0.46, 2.66, -8.08], [-0.18, 2.49, -5.64], [-4.29, 2.07, -4.24], [-6.59, 1.82, -3.41], [-7.05, 0.39, -1.44], [-5.18, -0.75, -0.29], [-2.89, -0.48, -1.10]], "total_charge": -1, "orbital_gap_ha": [0.1768, 0.1964], "spin_multiplicity": 5, "de_lowest_kcal_mol": 9.2, "e_lumo_ev": [2.36, 2.34]}

***

{"formula": "C5H12NP", "method": "the ωB97M-V functional and the def2-TZVPD basis", "species": ["C", "C", "C", "C", "C", "N", "P", "H", "H", "H", "H", "H", "H", "H", "H", "H", "H", "H", "H"], "xyz": [[0.44, 1.00, 1.16], [1.47, 0.20, 0.41], [-0.91, 0.31, 1.00], [0.90, -1.26, 0.85], [-0.57, -1.07, 0.72], [-1.61, 0.46, -2.11], [-0.73, -0.95, -2.48], [0.67, 1.01, 2.15], [0.48, 2.11, 0.78], [1.53, 0.33, -0.81], [2.48, 0.41, 0.89], [-1.52, 0.54, 1.83], [-1.51, 0.91, 0.31], [1.27, -1.97, 0.07], [1.36, -1.53, 1.81], [-1.14, -1.97, 0.58], [-2.23, 0.71, -2.95], [-0.97, 1.23, -1.88], [0.60, -0.46, -2.32]], "total_charge": 0, "orbital_gap_ha": [0.2948, 0.2704], "de_lowest_kcal_mol": 79.7, "e_lumo_ev": [0.69, -0.06]}